Molecular formula: C5H9N3O
Method: DFT, wB97M-V/def2-TZVPD

The HOMO energy comes out at -9.50 eV. For the energy above the lowest of the compared OMol25 structures with the same formula, charge and spin, the calculation gives 127.75 kcal/mol. Its SMILES is C=NC(C)=O.C=NN=C. The value obtained for the lowest unoccupied orbital energy is 0.0045 Eh.

Geometry as ORCA input:
```
! RIJCOSX wB97M-V def2-TZVPD def2/J DEFGRID3
* xyz 0 1
C 0.2098 -1.8790 1.6469
N 1.1235 -2.0204 0.7983
C 1.7277 -1.0142 0.0586
C 1.3758 -1.0749 -1.4098
O 2.5656 -0.2785 0.5273
H -0.1103 -2.7458 2.2187
H -0.2629 -0.9202 1.8654
H 1.6114 -2.0631 -1.8049
H 0.3078 -0.9005 -1.5362
H 1.9422 -0.3171 -1.9458
C -2.6771 1.3110 -0.6854
N -1.4678 1.6264 -0.4952
N -0.5973 1.1025 0.4066
C 0.1863 2.0826 0.7152
H -3.2660 0.7340 0.0235
H -3.2276 1.7149 -1.5215
H 1.0817 1.8040 1.2624
H -0.5229 2.8384 -0.1242
*
```

---

Molecular formula: C5H9NO2
Method: DFT, wB97M-V/def2-TZVPD

The HOMO energy comes out at -9.42 eV. For the energy above the lowest of the compared OMol25 structures with the same formula, charge and spin, the calculation gives 150.61 kcal/mol. Its SMILES is C=C[C@](C)(O)/C=N\O. The value obtained for the lowest unoccupied orbital energy is 0.0168 Eh.

Geometry as ORCA input:
```
! RIJCOSX wB97M-V def2-TZVPD def2/J DEFGRID3
* xyz 0 1
C -0.8765 -1.1427 1.5146
C -1.0650 -0.6986 0.2264
C 0.0850 0.1151 -0.3192
C 0.4354 -0.1996 -1.8320
O 1.4482 -0.1211 0.3058
C -0.0955 1.5084 -0.1708
N 0.0865 2.2457 0.8828
O 0.2299 1.5877 2.0718
H 0.1445 -0.9236 2.0607
H -1.6936 -1.7704 1.9311
H -1.8683 -1.0207 -0.5897
H -0.5718 -0.4836 -2.4834
H 0.9411 0.5980 -2.4770
H 1.0007 -1.2956 -1.7776
H 1.7888 -1.1186 -0.0935
H -0.2372 2.2340 -1.1054
H 0.2479 0.4856 1.8554
*
```

---

Molecular formula: C2H2FLiO
Method: DFT, wB97M-V/def2-TZVPD

The HOMO energy comes out at -8.48 eV. For the energy above the lowest of the compared OMol25 structures with the same formula, charge and spin, the calculation gives 81.63 kcal/mol. The value obtained for the lowest unoccupied orbital energy is -0.0287 Eh.

Geometry as ORCA input:
```
! RIJCOSX wB97M-V def2-TZVPD def2/J DEFGRID3
* xyz 0 1
C 0.0893 -0.2253 0.3336
C 0.7802 -1.3230 0.2349
O 0.4463 1.0490 0.0949
H 0.2441 -2.2362 -0.0415
H -0.4956 1.4216 -0.4256
Li 2.3779 -0.2218 -0.3480
F -1.4134 0.0987 -0.2523
*
```

---

Molecular formula: C20H36Br6O12S2
Method: DFT, wB97M-V/def2-TZVPD

The HOMO energy (alpha / beta) comes out at -1.38 / -5.71 eV. Its expectation value of S² is 0.75. The value obtained for the lowest unoccupied orbital energy (alpha / beta) is 0.0599 / 0.0593 Eh.

Geometry as ORCA input:
```
! RIJCOSX wB97M-V def2-TZVPD def2/J DEFGRID3
* xyz -1 2
O 10.9550 -1.5451 -18.5596
C 10.6441 -1.4669 -17.3835
O 11.5429 -1.1741 -16.4323
C 10.9856 -1.3032 -15.1563
C 9.5484 -0.9362 -15.3524
C 9.2468 -1.5651 -16.7095
H 11.4125 -0.6527 -14.3929
H 11.0303 -2.3572 -14.8823
H 9.4003 0.1314 -15.5151
H 8.9404 -1.3717 -14.5594
H 8.5718 -1.0123 -17.3629
H 8.8438 -2.5773 -16.6752
O 8.2174 -5.6694 -14.5748
C 8.7814 -5.1880 -13.6242
O 9.6111 -4.2380 -13.7676
C 10.2642 -3.9251 -12.5204
C 9.1135 -4.2634 -11.5620
C 8.4843 -5.4674 -12.1343
H 10.6791 -2.9301 -12.3594
H 11.1113 -4.6100 -12.4821
H 8.3578 -3.5138 -11.3276
H 9.4563 -4.6422 -10.5992
H 7.4232 -5.4984 -11.8870
H 8.9001 -6.4685 -12.0200
O 3.5362 -0.4945 -7.3202
C 3.0956 0.0613 -8.3619
O 1.9985 0.8077 -8.3903
C 1.6074 0.8499 -9.7540
C 2.8994 0.7942 -10.4846
C 3.7505 -0.1227 -9.7678
H 1.0350 1.7569 -9.9480
H 0.9696 0.0061 -10.0171
H 3.3039 1.8011 -10.5875
H 2.7845 0.5604 -11.5430
H 4.8182 0.0964 -9.7697
H 3.5516 -1.1572 -10.0477
O 2.1483 -6.8022 -6.2737
S 2.1295 -5.9999 -7.4948
O 1.6420 -4.6152 -7.3512
O 3.7451 -5.9337 -7.9220
C 4.2348 -4.8851 -8.7501
C 5.8272 -5.0724 -8.5123
C 1.3700 -6.9086 -8.9696
H 3.9212 -3.9594 -8.2677
H 4.0142 -4.9452 -9.8159
H 5.9121 -5.0999 -7.4260
H 6.3431 -4.2453 -9.0002
H 6.2058 -6.0458 -8.8239
H 2.1852 -7.5838 -9.2300
H 1.0374 -6.2958 -9.8073
H 0.5511 -7.5031 -8.5646
O 1.9889 -3.2832 -10.7138
S 1.2462 -3.6830 -11.9106
O 1.8382 -3.5984 -13.2506
O 0.7413 -5.3465 -11.7994
C 0.2633 -6.0468 -12.9237
C 0.0746 -7.4424 -12.3492
C -0.4198 -2.6810 -11.9148
H 0.8526 -5.9702 -13.8375
H -0.7233 -5.6046 -13.0620
H -0.7115 -7.5164 -11.5978
H 0.8748 -7.8015 -11.7020
H -0.1994 -8.0997 -13.1744
H -0.2915 -1.6666 -12.2925
H -0.8238 -2.8491 -10.9165
H -1.0908 -3.1725 -12.6194
C 2.9333 0.8904 -15.4832
Br 2.9652 2.6638 -14.7486
Br 2.4408 0.9132 -17.4957
Br 1.4946 0.0124 -14.5052
H 3.8443 0.3309 -15.2711
C 5.0139 -2.4041 -13.4141
Br 5.5390 -3.3554 -11.8222
Br 6.3772 -2.8234 -14.7429
Br 4.9362 -0.5444 -12.9593
H 4.0010 -2.6721 -13.7146
*
```

---

Listing E for the structures above in their given order: -11843.8683, -10910.0445, -7073.1139, -487815.7029 eV.